96
Properties=species:S:1:pos:R:3:forces:R:3 method="wB97M-V/def2-TZVPD" de_lowest_kcal_mol=44.13 orbital_gap_ev="1.71 / 9.56" multiplicity=2 energy_ev=-45333.4342 lumo_energy_ha="0.0782 / 0.0780" homo_ev="0.420 / -7.440" total_charge=-1 s2=0.750
C -2.165 -1.153 2.753 -0.8595 0.4654 -0.3075
C -2.041 0.382 2.812 0.5614 -1.3202 1.1411
O -0.757 0.568 3.327 1.1440 0.0543 0.0205
H -3.086 -1.401 2.225 0.0457 -0.3730 -0.1685
H -2.208 -1.632 3.732 -0.1266 0.4277 0.2538
H -1.294 -1.613 2.288 -0.0753 0.3202 -0.4238
H -2.678 0.837 3.570 -0.9619 -0.1457 -0.3378
H -2.159 0.899 1.859 -0.1866 -0.2225 -0.3063
H -0.608 1.515 3.272 0.3440 0.6043 0.1386
C -2.600 2.935 -1.288 0.7244 0.1381 0.9870
C -3.726 1.961 -1.424 1.0542 -0.2809 -0.6348
O -4.765 2.532 -2.218 -0.4051 -0.5841 0.6588
H -1.990 2.585 -0.455 0.3982 -0.1409 -0.0129
H -2.903 3.926 -0.950 -0.2394 0.1521 -0.4671
H -1.973 2.933 -2.180 -0.0989 0.4762 -0.0058
H -3.990 1.521 -0.462 -0.8107 0.4405 0.1045
H -3.269 1.117 -1.940 -0.3821 -0.3096 -0.3875
H -5.543 2.505 -1.655 -0.2425 0.1392 -0.2415
C 2.978 -1.996 1.409 1.1766 0.0374 0.6818
C 4.040 -2.291 2.508 -1.2944 0.9110 -1.6776
O 3.472 -3.218 3.380 0.1245 -1.0346 1.1466
H 2.056 -1.617 1.850 0.0684 0.2395 -0.0269
H 2.740 -2.920 0.881 0.1004 -0.0754 -0.1060
H 3.453 -1.282 0.736 -0.3899 0.2495 -0.3468
H 4.273 -1.395 3.082 0.3086 0.2499 -0.3567
H 4.931 -2.647 1.990 0.1251 -0.3039 0.4529
H 3.037 -2.659 4.028 -0.2275 -0.3734 0.2604
C -2.920 -2.402 -2.103 1.4383 0.4288 0.7336
C -4.251 -2.547 -2.686 -1.2382 0.0843 -0.2062
O -5.081 -1.494 -2.177 -0.2956 0.0191 -0.1450
H -2.965 -2.604 -1.033 0.2419 -0.1898 0.0165
H -2.599 -1.364 -2.186 0.1307 0.0675 -0.1556
H -2.175 -3.024 -2.599 0.0352 -0.1683 0.2019
H -4.706 -3.481 -2.356 -0.0758 -0.1888 -0.2680
H -4.190 -2.535 -3.775 -0.2613 0.0352 -0.1337
H -5.391 -0.935 -2.893 0.0744 -0.0156 -0.0172
C -1.445 -5.254 2.296 0.7043 0.5501 -0.7693
C -0.154 -4.575 1.784 -0.2840 -0.5675 0.5418
O 0.307 -5.372 0.665 -0.0227 0.7232 0.6174
H -2.027 -5.466 1.399 -0.1451 -0.1836 0.0570
H -2.063 -4.621 2.933 0.2337 -0.0434 0.2350
H -1.156 -6.193 2.768 -0.3054 0.0430 0.1262
H 0.610 -4.527 2.560 0.1200 -0.3778 0.1336
H -0.279 -3.515 1.561 -0.3420 -0.0772 -0.7469
H 1.214 -5.609 0.873 0.1045 -0.0032 -0.2174
C 2.497 4.139 1.845 -0.6707 1.0940 -0.0665
C 1.506 4.810 0.796 0.7195 -1.0188 0.9066
O 0.146 4.683 1.271 0.4143 -0.1235 -0.0691
H 3.552 4.159 1.572 -0.1743 0.0476 -0.6137
H 2.273 3.110 2.128 -0.3238 -0.0494 -0.5789
H 2.481 4.674 2.794 -0.2658 0.3232 0.0475
H 1.601 4.304 -0.164 0.0269 -0.0918 -0.0293
H 1.644 5.880 0.640 0.6746 -0.0266 0.1676
H -0.427 4.966 0.555 -0.1979 -0.0808 -0.0042
C -0.368 2.987 5.791 -1.2030 0.4448 -0.3283
C 0.254 3.440 4.466 0.6870 0.3679 1.8297
O -0.651 3.319 3.413 -0.5050 -0.9214 0.3879
H -0.946 3.802 6.228 0.0650 0.1561 0.1652
H 0.320 2.608 6.546 0.1499 0.0184 -0.3021
H -1.128 2.239 5.563 0.2292 -0.3910 0.0766
H 1.177 2.861 4.412 0.1165 -0.2079 -0.9250
H 0.542 4.487 4.559 0.2292 0.1537 0.0099
H -0.287 3.752 2.637 0.1428 0.4154 -0.6635
C 3.381 -1.773 -2.905 0.7418 0.9982 0.4435
C 4.431 -0.770 -2.328 -1.1627 -1.9518 0.0962
O 3.738 0.289 -1.717 -0.5676 0.2507 -1.0490
H 3.893 -2.596 -3.403 -0.0564 -0.0312 -0.1247
H 2.793 -1.193 -3.617 -0.1899 -0.2580 -0.2056
H 2.720 -2.163 -2.131 0.1100 0.0370 -0.0041
H 5.098 -0.522 -3.153 0.1401 0.6048 0.1574
H 4.981 -1.257 -1.523 0.4652 -0.2587 -0.2221
H 4.284 0.592 -0.987 0.4600 0.6105 0.8447
C 0.004 -1.470 -5.147 -0.8301 -0.4574 0.1559
C -0.231 -0.111 -4.507 0.8805 -0.5907 0.1995
O -1.032 0.669 -5.393 0.6517 0.2970 0.1154
H -1.030 -1.782 -5.295 -0.0304 -0.7913 -0.4614
H 0.500 -2.265 -4.591 -0.0272 0.3568 0.5989
H 0.525 -1.464 -6.105 -0.1582 0.5618 -0.0661
H 0.734 0.332 -4.260 -0.1020 0.6822 -0.5912
H -0.702 -0.145 -3.524 -0.2993 -0.4484 -0.0340
H -1.764 0.111 -5.665 -0.1060 0.0549 -0.0240
O 0.130 2.898 -3.846 -0.1787 0.7094 -0.3288
H -0.021 2.201 -4.484 -0.2383 0.0787 -0.2133
H 0.426 2.443 -3.058 0.3403 -0.3785 0.5713
C 0.413 -0.900 -1.006 -0.0472 -1.1539 1.5433
C 0.360 0.593 -0.723 0.0694 -1.0686 0.2939
C 1.015 0.963 0.603 -0.1062 -0.0343 0.3141
O 1.034 1.233 -1.762 -0.4076 1.3262 -0.9368
H -0.337 -1.442 -0.430 -0.6927 0.1027 -0.1642
H 1.280 -1.341 -0.513 0.6066 0.2361 -0.4582
H 0.378 -1.245 -2.039 -0.0636 0.4245 0.0223
H -0.678 0.927 -0.737 -0.0128 0.1360 -0.1643
H 0.679 1.946 0.931 0.1466 0.1917 -0.1462
H 2.097 0.961 0.471 0.1042 0.1681 -0.0601
H 0.831 0.304 1.452 -0.3692 -0.2408 -0.2316
H 1.925 0.881 -1.821 0.8271 -0.1506 0.0771


102
Properties=species:S:1:pos:R:3:forces:R:3 method="wB97M-V/def2-TZVPD" orbital_gap_ev="7.49 / 7.91" multiplicity=2 energy_ev=-71659.4414 lumo_energy_ha="0.0568 / 0.0721" homo_ev="-5.942 / -5.946" total_charge=-1 s2=0.787
O -36.687 6.571 0.309 2.9828 0.6047 0.8251
V -35.523 6.680 1.410 -4.4004 -1.4021 3.0802
B -36.213 4.570 2.517 -0.5937 0.4058 -1.5058
H -35.743 5.399 3.023 1.8560 3.5270 2.2835
H -35.482 4.190 1.820 2.6005 -1.4723 -3.2036
H -36.365 3.796 3.252 -0.6197 -2.4298 2.9374
H -37.129 4.928 2.072 -3.4479 0.6776 -1.8482
B -33.305 6.127 2.548 -0.2143 -0.2447 0.0474
H -33.177 6.682 1.632 0.3330 3.0520 -4.3142
H -33.509 5.117 2.225 -0.7404 -3.7963 -1.2029
H -32.390 6.120 3.120 3.2015 0.4251 2.0424
H -34.183 6.443 3.090 -3.1456 1.7466 2.3124
C -37.840 8.821 3.008 1.8848 -1.7682 -0.4439
O -36.825 7.800 2.816 0.7876 0.4132 -0.5702
H -38.684 8.408 3.559 -0.4810 -0.2883 -0.3865
H -37.503 9.569 3.726 0.4284 0.6150 -0.2590
H -38.143 9.243 2.050 -0.2207 0.3281 0.1412
C -43.679 7.337 -2.119 1.0402 -1.9030 -0.9343
C -43.693 7.845 -0.707 -0.4554 1.9691 -0.5132
C -42.380 8.589 -0.204 -0.7243 0.2444 -0.9650
O -41.137 7.904 -0.384 -1.2764 0.1025 -0.4589
C -40.035 8.610 0.144 0.0750 -0.3243 0.4790
N -44.792 8.870 -0.713 0.2763 -0.1633 1.4425
H -44.476 6.640 -2.376 -0.3980 -0.2757 0.7851
H -42.782 6.733 -2.257 0.2959 0.1252 -0.4762
H -43.833 8.020 -2.955 0.7406 0.7933 0.4229
H -44.032 7.053 -0.040 0.3829 0.0305 0.1856
H -42.567 9.043 0.769 0.1899 -0.9737 0.8675
H -42.352 9.538 -0.740 0.1481 0.1229 -0.9391
H -39.098 8.152 -0.173 -0.2196 -0.5613 0.1630
H -40.152 8.553 1.226 0.4997 0.3574 0.1731
H -39.916 9.643 -0.184 -0.6576 0.3527 -0.0912
H -45.646 8.380 -0.941 -0.1680 0.0665 0.0211
H -44.653 9.562 -1.435 0.2368 -0.0526 -0.1446
C -35.664 10.022 6.281 -0.1486 0.7675 0.1557
C -34.607 10.525 5.258 -1.4313 -1.3059 2.5810
C -33.383 10.996 6.096 0.5256 -1.9237 -1.5018
O -33.480 12.118 6.879 -0.1524 2.7684 0.8897
C -33.347 13.345 6.146 0.1058 -0.6532 -1.4004
N -34.361 9.389 4.374 0.1380 0.7935 -1.2081
H -35.298 9.132 6.794 0.2729 0.1328 0.2123
H -36.614 9.710 5.846 0.0258 0.2146 -0.4486
H -35.900 10.813 6.993 -0.0098 -0.0750 0.3776
H -35.093 11.345 4.729 0.4193 0.0902 -0.4349
H -32.550 11.021 5.394 0.3861 0.3964 -0.1404
H -33.120 10.214 6.809 -0.1862 -0.3486 -0.0898
H -33.266 14.330 6.607 -0.7704 -0.5843 1.4140
H -34.155 13.362 5.415 -0.0519 0.3904 -0.1442
H -32.409 13.392 5.592 0.2678 -0.7303 -0.3726
H -35.253 9.278 3.912 -0.2063 0.1269 -1.0655
H -34.397 8.472 4.796 0.7954 -0.0613 0.9955
C -37.589 7.385 8.581 0.4315 0.0275 1.2656
C -38.702 7.635 7.645 0.6653 1.3421 -1.5522
C -39.194 9.157 7.733 -0.5780 -0.0863 -2.2004
O -39.987 9.535 8.831 -0.2616 -2.3101 1.7011
C -40.187 10.852 9.229 0.5744 0.4064 -1.7810
N -38.095 7.198 6.291 -1.3378 1.1224 1.5466
H -36.639 7.714 8.161 -0.0223 0.2266 0.1404
H -37.466 6.331 8.833 -0.1143 0.0187 0.0403
H -37.854 7.971 9.461 0.5473 -0.1925 0.5166
H -39.581 7.085 7.981 -0.0377 -0.4354 -0.6629
H -39.855 9.199 6.868 -0.3379 0.0979 -0.4562
H -38.464 9.922 7.468 0.7866 -0.1491 0.5090
H -39.429 11.192 9.935 -0.0775 0.0733 0.2186
H -41.208 11.026 9.568 0.0935 -0.4129 0.3908
H -40.110 11.426 8.306 0.1425 0.7962 0.0333
H -37.303 7.792 6.091 0.5847 0.0073 0.5574
H -38.622 7.376 5.448 -0.8861 -0.5243 0.2281
C -38.165 12.895 5.013 -0.3113 0.4416 -1.2984
C -38.354 13.387 3.521 0.9101 -0.3515 0.7024
C -37.384 12.733 2.516 -1.5237 -0.3808 -0.2788
O -37.756 13.253 1.233 0.4473 0.8328 0.2278
C -37.232 12.601 0.090 0.0491 0.3580 0.8495
N -39.698 13.156 3.063 -1.3214 -0.0150 -0.2338
H -37.139 13.058 5.340 -0.0041 -0.0103 0.1037
H -38.450 11.853 5.162 0.1916 -0.1494 -0.3720
H -38.852 13.453 5.649 0.1315 0.2364 0.0393
H -38.204 14.466 3.477 0.6996 0.2342 0.2495
H -37.630 11.674 2.435 0.2513 -0.3895 0.5202
H -36.344 12.851 2.821 0.2013 0.2793 -0.3398
H -37.457 11.537 0.151 0.0365 -0.1844 -0.2873
H -36.155 12.763 0.042 0.1929 -0.1918 -0.1567
H -37.700 13.081 -0.770 -0.0191 -0.2363 -0.0056
H -39.741 13.316 2.067 0.4524 -0.5024 -0.4618
H -40.261 13.948 3.339 -0.3440 -0.0418 0.7736
C -40.965 5.864 4.968 -2.3050 -0.8875 -0.1488
C -40.250 5.154 3.894 -0.4340 -0.8867 -1.0796
C -40.789 5.272 2.410 -0.2858 -0.7248 1.2859
O -39.996 4.384 1.614 0.0328 0.0154 -0.7512
C -40.281 4.407 0.186 -0.9962 1.3138 1.0904
N -38.965 5.693 3.956 1.9946 0.0728 -1.4190
H -40.554 5.588 5.939 0.3645 0.6200 -0.1520
H -41.956 5.411 4.959 -0.7242 0.6403 0.2917
H -40.993 6.920 4.700 -0.1390 0.1986 0.6312
H -40.159 4.101 4.161 -0.2964 -0.3057 -0.2397
H -40.792 6.321 2.113 0.7687 0.3133 -0.3296
H -41.855 5.050 2.363 -0.3517 -0.7232 -0.1322
H -41.241 4.924 0.173 -0.3062 -0.1782 -0.8149
H -40.361 3.450 -0.329 0.0779 -0.3885 0.7871
H -39.614 5.016 -0.424 0.4996 0.1641 0.5003
H -39.081 6.600 3.527 0.4518 0.6365 0.0827
H -38.499 5.213 3.199 1.2594 -0.1194 0.0988